Entry 1:
The following is a quantum chemistry calculation of a structure of composition C43H37BrF4GeN4O2PSTc in a non-equilibrium geometry, from OMol25.

Properties
- strongest force on any atom (eV Å⁻¹) = 3.0
- HOMO (Ha) = -0.4924
- DFT total energy (Ha) = -7900.4883
- lowest unoccupied orbital energy (eV) = -6.6
- charge = +2
- molecular weight (g mol⁻¹) = 1031.3

CARTESIAN COORDINATES (ANGSTROEM)
Tc -0.661 0.036 0.182
F -3.606 -0.597 -6.469
C -3.459 -0.587 -5.165
C -4.571 -0.554 -4.332
F -5.783 -0.541 -4.845
C -4.395 -0.513 -2.957
F -5.468 -0.452 -2.179
C -3.130 -0.498 -2.376
P -2.960 -0.459 -0.546
C -3.967 0.989 -0.096
C -4.568 1.056 1.161
C -5.270 2.193 1.534
C -5.325 3.291 0.689
C -4.710 3.239 -0.554
C -4.048 2.090 -0.955
C -3.855 -1.962 -0.065
C -3.163 -3.168 -0.191
C -3.774 -4.356 0.168
C -5.080 -4.351 0.636
C -5.784 -3.158 0.719
C -5.179 -1.960 0.374
C -2.040 -0.548 -3.231
Br -0.276 -0.528 -2.524
C -2.188 -0.589 -4.605
F -1.117 -0.608 -5.385
H -4.491 0.223 1.844
H -5.772 2.219 2.492
H -5.853 4.184 0.996
H -4.751 4.095 -1.215
H -3.628 2.037 -1.954
H -2.147 -3.174 -0.560
H -3.227 -5.285 0.090
H -5.556 -5.279 0.924
H -6.812 -3.156 1.053
H -5.748 -1.045 0.431
N -0.907 2.274 -0.580
C -0.234 3.386 0.126
C 1.225 3.028 0.426
C 1.250 2.115 1.614
O 1.152 2.418 2.747
O 1.147 0.707 1.315
H -0.555 2.253 -1.535
H -1.897 2.497 -0.651
H -0.763 3.583 1.059
H -0.251 4.298 -0.472
H 1.776 3.929 0.681
H 1.672 2.553 -0.451
N -0.304 -2.933 1.266
C -0.465 -1.880 0.814
C -0.535 0.114 6.194
N -0.969 0.626 4.904
C -0.935 -0.062 3.777
N -0.437 -1.281 3.750
S -1.623 0.719 2.387
H -0.751 0.858 6.954
H 0.540 -0.076 6.201
H -1.064 -0.806 6.448
H -1.312 1.572 4.864
H -0.016 -1.685 4.573
H -0.456 -1.850 2.906
C 1.300 0.178 0.096
Ge 3.242 0.009 -0.605
C 4.140 1.189 0.710
C 4.660 2.456 0.451
C 5.230 3.200 1.475
C 5.277 2.691 2.765
C 4.786 1.420 3.026
C 4.232 0.670 2.003
C 3.827 -1.811 -0.148
C 5.209 -1.986 -0.193
C 5.758 -3.215 0.137
C 4.927 -4.262 0.513
C 3.553 -4.086 0.549
C 2.992 -2.860 0.217
C 3.382 0.324 -2.538
C 4.255 1.275 -3.058
C 4.493 1.323 -4.425
C 3.868 0.421 -5.272
C 3.001 -0.533 -4.755
C 2.761 -0.586 -3.392
H 4.618 2.876 -0.546
H 5.641 4.178 1.261
H 5.707 3.281 3.563
H 4.842 1.011 4.026
H 3.859 -0.328 2.208
H 5.854 -1.164 -0.485
H 6.830 -3.350 0.104
H 5.355 -5.218 0.780
H 2.906 -4.903 0.838
H 1.917 -2.724 0.247
H 4.769 1.969 -2.406
H 5.181 2.057 -4.822
H 4.071 0.450 -6.333
H 2.527 -1.248 -5.414
H 2.106 -1.348 -2.984

Entry 2:
The following is a quantum chemistry calculation of a structure of composition C44H42AsBrN2PtS2, from OMol25.

Properties
- strongest force on any atom (eV Å⁻¹) = 0.7
- ΔE to the lowest compared entry with this formula, charge and spin (kcal/mol) = 50.9
- HOMO (Ha) = -0.2112
- DFT total energy (Ha) = -7536.7722
- lowest unoccupied orbital energy (eV) = -1.5
- molecular weight (g mol⁻¹) = 1012.9

CARTESIAN COORDINATES (ANGSTROEM)
Pt 0.608 -0.151 -0.733
S -0.787 -1.041 -2.395
C -2.317 -0.188 -2.087
N -3.243 -0.263 -3.151
C -4.115 0.881 -3.245
C -4.671 1.234 -1.867
N -3.566 1.529 -0.983
C -3.649 2.783 -0.258
C -4.718 2.740 0.808
C -4.575 1.873 1.889
C -5.549 1.809 2.870
C -6.682 2.610 2.782
C -6.832 3.473 1.709
C -5.851 3.534 0.726
C -2.404 0.796 -1.142
S -1.106 1.208 -0.015
C -3.738 -1.548 -3.630
C -2.800 -2.251 -4.592
C -2.194 -1.545 -5.628
C -1.341 -2.183 -6.509
C -1.080 -3.542 -6.365
C -1.688 -4.252 -5.345
C -2.547 -3.609 -4.463
H -4.930 0.653 -3.931
H -3.569 1.746 -3.637
H -5.278 0.401 -1.490
H -5.313 2.116 -1.915
H -3.856 3.603 -0.957
H -2.683 2.986 0.200
H -3.693 1.245 1.947
H -5.428 1.134 3.707
H -7.444 2.559 3.548
H -7.712 4.097 1.633
H -5.969 4.211 -0.113
H -4.672 -1.340 -4.158
H -3.985 -2.236 -2.816
H -2.376 -0.481 -5.717
H -0.870 -1.623 -7.307
H -0.404 -4.040 -7.049
H -1.490 -5.310 -5.223
H -3.012 -4.167 -3.661
Br 1.763 2.313 -2.161
C 2.065 2.884 -0.388
C 2.362 4.228 -0.263
C 2.651 4.764 0.984
C 2.664 3.955 2.101
C 2.387 2.598 1.993
C 2.399 1.792 3.205
C 2.263 0.473 3.150
C 2.104 -0.236 1.847
C 1.710 0.614 0.683
C 2.062 2.013 0.734
H 2.367 4.852 -1.144
H 2.871 5.820 1.072
H 2.890 4.368 3.075
H 2.548 2.306 4.145
H 2.316 -0.135 4.045
H 1.353 -1.022 1.958
C -0.531 -2.647 -1.611
C -1.469 -3.696 -1.342
C -2.780 -3.439 -0.896
C -3.671 -4.469 -0.646
C -3.289 -5.796 -0.790
C -1.984 -6.073 -1.182
C -1.095 -5.050 -1.458
H -3.077 -2.412 -0.727
H -4.675 -4.232 -0.312
H -3.987 -6.597 -0.588
H -1.664 -7.102 -1.299
H -0.101 -5.289 -1.819
C 1.447 -3.607 0.534
As 1.206 -2.459 -1.018
C 3.460 -0.914 1.516
C 2.437 -3.247 -2.350
C 3.805 -3.463 -1.788
C 4.674 -2.385 -1.623
C 5.919 -2.560 -1.038
C 6.318 -3.818 -0.609
C 5.463 -4.899 -0.774
C 4.218 -4.721 -1.358
H 2.502 -3.751 0.762
H 0.981 -4.567 0.321
H 0.939 -3.147 1.379
H 3.736 -1.590 2.324
H 4.240 -0.158 1.415
H 3.405 -1.474 0.585
H 2.447 -2.539 -3.179
H 1.965 -4.169 -2.688
H 4.365 -1.400 -1.956
H 6.581 -1.712 -0.920
H 7.290 -3.957 -0.154
H 5.768 -5.885 -0.449
H 3.555 -5.569 -1.483

Entry 3:
The following is a quantum chemistry calculation of a structure of composition ClO5P in a non-equilibrium geometry, from OMol25.

Properties
- strongest force on any atom (eV Å⁻¹) = 3.4
- ΔE to the lowest compared entry with this formula, charge and spin (kcal/mol) = 0.0
- spin multiplicity = 3
- HOMO (spin up / spin down) (Ha) = 0.0167 / 0.0040
- DFT total energy (Ha) = -1177.6098
- lowest unoccupied orbital energy (spin up / spin down) (eV) = 6.3 / 6.2
- charge = -2
- molecular weight (g mol⁻¹) = 146.4

CARTESIAN COORDINATES (ANGSTROEM)
O 1.794 0.898 0.840
O 1.191 0.386 -1.643
O 1.019 -1.488 0.161
O -0.438 0.744 0.477
O -2.096 0.537 0.174
P 1.056 -0.030 -0.191
Cl -2.527 -1.046 0.182

Entry 4:
The following is a quantum chemistry calculation of the molecule C2H3OPS2 in a non-equilibrium geometry, from OMol25.

Properties
- strongest force on any atom (eV Å⁻¹) = 3.5
- ΔE to the lowest compared entry with this formula, charge and spin (kcal/mol) = 9.6
- HOMO (Ha) = -0.3267
- DFT total energy (Ha) = -1290.9450
- lowest unoccupied orbital energy (eV) = 0.2
- molecular weight (g mol⁻¹) = 138.2

CARTESIAN COORDINATES (ANGSTROEM)
C 1.240 -0.037 -1.927
C 0.804 -0.299 -0.840
P -0.183 -0.169 0.609
O 0.672 0.717 1.637
S -0.867 -2.006 1.347
S -1.693 1.174 -0.077
H 1.877 0.113 -2.857
H 0.689 0.356 2.556
H -2.539 0.151 -0.448

Entry 5:
The following is a quantum chemistry calculation of a structure of composition C4H6O in a non-equilibrium geometry, from OMol25.

Properties
- strongest force on any atom (eV Å⁻¹) = 4.4
- ΔE to the lowest compared entry with this formula, charge and spin (kcal/mol) = 77.5
- HOMO (Ha) = -0.3447
- DFT total energy (Ha) = -231.1002
- lowest unoccupied orbital energy (eV) = 1.2
- molecular weight (g mol⁻¹) = 70.1

CARTESIAN COORDINATES (ANGSTROEM)
C -1.525 -0.434 -0.606
C -1.912 0.478 0.253
C -0.526 0.021 0.392
C 1.757 0.118 -0.126
O 0.553 0.823 0.085
H -1.756 -1.061 -1.435
H -2.657 1.152 0.600
H -0.158 -0.930 1.380
H 2.208 -0.150 0.836
H 2.424 0.782 -0.672
H 1.592 -0.797 -0.706

Entry 6:
The following is a quantum chemistry calculation of a cluster of 6 separate species, C28H36BN8O4P in total in a non-equilibrium geometry, from OMol25.

Properties
- strongest force on any atom (eV Å⁻¹) = 12.8
- HOMO (Ha) = -0.2880
- DFT total energy (Ha) = -2193.4037
- lowest unoccupied orbital energy (eV) = -1.4
- molecular weight (g mol⁻¹) = 590.4

CARTESIAN COORDINATES (ANGSTROEM)
C 3.357 -1.273 3.385
C 3.414 -0.482 2.199
C 3.669 0.220 0.702
C 3.261 1.815 0.767
N 3.025 3.099 0.597
C 2.718 -0.621 -0.344
C 2.925 -2.232 0.052
N 2.846 -3.543 -0.032
B 1.112 -0.212 -0.218
O 0.311 -0.370 -1.483
N 0.418 0.249 1.052
C -0.815 1.109 0.733
C -0.121 -0.906 1.873
P 5.543 0.128 0.325
O 6.271 -0.292 1.701
O 5.990 -1.025 -0.900
O 6.243 1.702 -0.086
H 3.146 -2.218 4.084
H 3.029 -0.426 -1.478
H 0.329 -1.382 -1.622
H -1.622 0.474 0.127
H -1.360 1.470 1.724
H -0.526 2.087 0.145
H 0.654 -1.254 2.691
H -1.117 -0.596 2.447
H -0.344 -1.810 1.149
H 6.380 -1.819 -0.418
H 6.105 2.251 0.741
C -4.312 -3.711 1.501
C -5.097 -2.960 0.593
C -4.256 -2.076 -0.044
N -2.991 -2.263 0.451
C -3.015 -3.262 1.389
H -4.656 -4.495 2.163
H -6.162 -3.055 0.422
H -4.448 -1.330 -0.804
H -2.169 -1.746 0.167
H -2.110 -3.566 1.897
C -6.673 -1.334 -4.891
C -5.607 -2.259 -4.778
C -5.602 -2.723 -3.482
N -6.624 -2.107 -2.807
C -7.286 -1.263 -3.660
H -6.963 -0.782 -5.775
H -4.918 -2.555 -5.558
H -4.959 -3.435 -2.982
H -6.854 -2.253 -1.833
H -8.134 -0.684 -3.319
C 11.075 0.755 3.178
C 10.304 0.043 4.127
C 9.093 -0.247 3.538
N 9.106 0.270 2.268
C 10.313 0.878 2.038
H 12.079 1.136 3.312
H 10.599 -0.231 5.132
H 8.226 -0.774 3.912
H 8.345 0.211 1.605
H 10.524 1.347 1.087
C 1.434 4.433 -4.095
C 1.823 4.857 -2.802
C 1.443 3.875 -1.915
N 0.833 2.875 -2.627
C 0.828 3.204 -3.958
H 1.581 4.965 -5.025
H 2.328 5.780 -2.545
H 1.552 3.802 -0.842
H 0.448 2.026 -2.233
H 0.394 2.538 -4.691
C -7.597 2.376 1.091
C -8.323 1.502 1.935
C -7.814 0.236 1.749
N -6.810 0.315 0.820
C -6.666 1.617 0.417
H -7.737 3.444 0.988
H -9.130 1.767 2.606
H -8.081 -0.712 2.197
H -6.260 -0.465 0.485
H -5.918 1.892 -0.314

Entry 7:
The following is a quantum chemistry calculation of a cluster of 2 separate species, C5H10O2 in total in a non-equilibrium geometry, from OMol25.

Properties
- strongest force on any atom (eV Å⁻¹) = 3.4
- ΔE to the lowest compared entry with this formula, charge and spin (kcal/mol) = 81.4
- HOMO (Ha) = -0.3353
- DFT total energy (Ha) = -346.8957
- lowest unoccupied orbital energy (eV) = 0.8
- molecular weight (g mol⁻¹) = 102.1

CARTESIAN COORDINATES (ANGSTROEM)
C 0.084 -0.195 0.640
C -0.549 0.641 -0.142
C -0.459 0.550 -1.713
C 0.605 -0.458 -2.201
C 2.009 -0.242 -1.584
O 2.579 -0.891 -0.723
H 0.194 -0.028 1.703
H 0.351 -1.246 0.398
H -1.445 1.198 0.126
H -0.266 1.587 -1.938
H -1.526 0.492 -2.092
H 0.911 -0.308 -3.236
H 0.362 -1.558 -2.085
H 2.398 0.663 -2.065
O -2.049 -0.224 4.874
H -1.780 0.677 4.648
H -1.419 -0.657 5.391

Entry 8:
The following is a quantum chemistry calculation of the molecule C10H13B in a non-equilibrium geometry, from OMol25.

Properties
- strongest force on any atom (eV Å⁻¹) = 4.9
- ΔE to the lowest compared entry with this formula, charge and spin (kcal/mol) = 121.8
- HOMO (spin up / spin down) (Ha) = -0.2815 / -0.2825
- DFT total energy (Ha) = -413.3907
- lowest unoccupied orbital energy (spin up / spin down) (eV) = -0.5 / -0.4
- molecular weight (g mol⁻¹) = 144.0

CARTESIAN COORDINATES (ANGSTROEM)
B 0.678 1.928 -0.122
C -1.536 -0.264 0.343
C -1.216 0.577 1.456
C -1.804 1.743 1.687
C 0.132 0.336 2.023
C -0.577 -0.753 -1.932
C 1.007 0.781 0.840
C -1.059 0.337 -0.917
C 0.901 -0.504 -1.611
C 0.474 0.551 -0.638
C 1.734 -1.636 -0.888
H -1.231 -1.371 0.463
H -1.484 2.396 2.419
H -2.869 1.955 1.346
H 0.207 0.779 2.913
H 0.352 -0.725 2.070
H -0.971 -1.758 -1.632
H -0.847 -0.599 -2.966
H 2.051 0.583 0.916
H -1.544 1.251 -1.329
H 1.545 -0.161 -2.447
H 1.211 -1.967 0.090
H 2.709 -1.112 -0.424
H 2.136 -2.368 -1.659

Entry 9:
The following is a quantum chemistry calculation of a cluster of 4 separate species, C4H13NO2 in total in a non-equilibrium geometry, from OMol25.

Properties
- strongest force on any atom (eV Å⁻¹) = 4.8
- ΔE to the lowest compared entry with this formula, charge and spin (kcal/mol) = 48.4
- spin multiplicity = 2
- HOMO (spin up / spin down) (Ha) = -0.1335 / -0.1334
- DFT total energy (Ha) = -365.3140
- lowest unoccupied orbital energy (spin up / spin down) (eV) = 3.6 / 2.5
- charge = -1
- molecular weight (g mol⁻¹) = 107.2

CARTESIAN COORDINATES (ANGSTROEM)
C 0.407 0.295 -0.377
N 1.239 1.326 -0.887
C -3.024 1.083 -0.084
C -2.155 -1.250 0.539
C -2.824 -0.250 -0.312
H 0.185 -0.601 -1.044
H 0.902 -0.007 0.555
H -0.625 0.735 -0.140
H 2.063 1.373 -0.352
H -2.588 1.578 0.803
H -3.993 1.391 -0.655
H -1.535 -0.991 1.330
H -2.416 -2.258 0.337
H -3.302 -0.656 -1.242
H 3.281 -2.289 0.200
H 2.980 -0.763 0.712
O 2.516 -1.621 0.459
H 4.030 0.839 1.376
H 1.281 1.562 -1.814
O 3.579 0.503 0.596

Entry 10:
The following is a quantum chemistry calculation of the molecule C5H8O, from OMol25.

Properties
- strongest force on any atom (eV Å⁻¹) = 0.4
- ΔE to the lowest compared entry with this formula, charge and spin (kcal/mol) = 43.7
- HOMO (Ha) = -0.3679
- DFT total energy (Ha) = -270.4883
- lowest unoccupied orbital energy (eV) = 1.1
- molecular weight (g mol⁻¹) = 84.1

CARTESIAN COORDINATES (ANGSTROEM)
O -0.889 1.912 0.011
C -0.750 0.637 0.583
C -1.078 -0.609 -0.300
C 0.351 -1.098 -0.094
C 1.351 -0.052 -0.501
C 0.661 0.078 0.816
H -0.471 1.881 -0.859
H -1.344 0.674 1.499
H -1.381 -0.414 -1.337
H -1.827 -1.245 0.182
H 0.663 -2.132 0.025
H 1.133 0.663 -1.293
H 2.386 -0.389 -0.491
H 1.196 0.095 1.758

Entry 11:
The following is a quantum chemistry calculation of the molecule C6H9N, from OMol25.

Properties
- strongest force on any atom (eV Å⁻¹) = 0.2
- ΔE to the lowest compared entry with this formula, charge and spin (kcal/mol) = 42.4
- HOMO (Ha) = -0.2999
- DFT total energy (Ha) = -288.7144
- lowest unoccupied orbital energy (eV) = 1.2
- molecular weight (g mol⁻¹) = 95.1

CARTESIAN COORDINATES (ANGSTROEM)
C -1.105 -0.743 -1.591
N -0.541 -0.758 -0.244
C -1.206 0.172 0.594
C -0.435 1.191 0.995
C 0.962 0.973 0.535
C 1.553 -0.305 1.100
C 0.847 -0.351 -0.214
H -1.050 0.261 -2.045
H -0.573 -1.454 -2.230
H -2.158 -1.039 -1.545
H -2.247 -0.016 0.838
H -0.754 2.003 1.637
H 1.598 1.799 0.227
H 2.629 -0.450 1.069
H 1.058 -0.708 1.980
H 1.422 -0.574 -1.107

Entry 12:
The following is a quantum chemistry calculation of the ion C4H11N2O with charge +2 in a non-equilibrium geometry, from OMol25.

Properties
- strongest force on any atom (eV Å⁻¹) = 7.0
- ΔE to the lowest compared entry with this formula, charge and spin (kcal/mol) = 36.5
- spin multiplicity = 2
- HOMO (spin up / spin down) (Ha) = -0.7550 / -0.7523
- DFT total energy (Ha) = -342.9942
- lowest unoccupied orbital energy (spin up / spin down) (eV) = -8.3 / -13.4
- charge = +2
- molecular weight (g mol⁻¹) = 103.1

CARTESIAN COORDINATES (ANGSTROEM)
N 1.428 1.982 1.280
C 0.256 1.376 0.575
C 0.698 -0.135 0.333
N -0.206 -1.005 -0.233
C -1.648 -0.783 -0.593
C -2.190 -1.425 -1.847
O 1.856 -0.393 0.513
H 1.391 1.601 2.253
H 1.339 3.024 1.236
H 2.338 1.690 0.875
H -0.616 1.514 1.232
H 0.180 1.740 -0.366
H 0.292 -1.777 -0.710
H -2.228 -0.866 0.360
H -1.694 0.339 -0.750
H -1.717 -2.509 -2.052
H -2.135 -0.843 -2.663
H -3.248 -1.797 -1.655

The lowest DFT total energy belongs to which entry? C43H37BrF4GeN4O2PSTc